# 1
Computed, not measured: C30H26BrN4O4S3Sr as an isolated structure, with the ωB97M-V functional and the def2-TZVPD basis.

max |F| = 0.6 eV/Å
energy relative to the best compared isomer or geometry (same formula, charge and spin) = 0.0000 eV
E_LUMO = -3.3 eV
net charge = +1
E_HOMO = -11.1 eV

Each line ends with the Mulliken charge.
Cartesian coordinates (Å):
Sr  1.7287  1.8388  1.5484  1.602
S  0.1033  -0.5733  2.2013  -0.473
C  -0.3596  -1.0423  0.6608  0.991
N  -1.3728  -1.8554  0.4321  0.223
C  -1.7805  -2.1938  -0.9339  -0.701
C  -1.6676  -0.9510  -1.7717  -0.863
N  -0.2845  -0.4698  -1.6896  0.586
C  0.2724  0.0342  -2.9582  -1.466
C  0.4082  -1.0860  -3.9591  0.587
C  1.1860  -2.2032  -3.6612  -0.269
C  1.2907  -3.2421  -4.5721  -0.789
C  0.6253  -3.1715  -5.7896  -0.426
C  -0.1448  -2.0600  -6.0934  -0.634
C  -0.2568  -1.0221  -5.1771  -0.145
C  0.4117  -0.5734  -0.5820  -0.388
S  2.0776  -0.3091  -0.5012  -0.187
C  -2.1560  -2.5003  1.4990  -1.404
C  -2.0724  -3.9996  1.3779  0.625
C  -3.2106  -4.7605  1.1535  -0.381
C  -3.1192  -6.1425  1.0424  -0.632
C  -1.8863  -6.7654  1.1481  -0.420
C  -0.7422  -6.0074  1.3704  -0.668
C  -0.8352  -4.6310  1.4872  -0.153
H  -2.8150  -2.5288  -0.8941  0.583
H  -1.1714  -3.0130  -1.3222  0.267
H  -2.3485  -0.1754  -1.4236  0.200
H  -1.8715  -1.1730  -2.8164  0.520
H  1.2259  0.5029  -2.7372  0.559
H  -0.4235  0.7977  -3.3084  0.357
H  1.7191  -2.2516  -2.7181  0.408
H  1.8986  -4.1060  -4.3372  0.415
H  0.7109  -3.9822  -6.5009  0.395
H  -0.6630  -1.9998  -7.0412  0.393
H  -0.8624  -0.1541  -5.4118  0.417
H  -3.1869  -2.1548  1.3993  0.422
H  -1.7716  -2.1517  2.4518  0.502
H  -4.1761  -4.2740  1.0719  0.385
H  -4.0116  -6.7299  0.8719  0.384
H  -1.8140  -7.8413  1.0616  0.387
H  0.2206  -6.4930  1.4597  0.403
H  0.0564  -4.0401  1.6705  0.438
O  6.7761  2.5513  5.8708  -0.490
C  5.7757  2.3930  4.9995  0.958
C  4.9860  3.4460  4.5319  -0.612
C  3.9861  3.1505  3.6361  -0.435
N  3.7222  1.9105  3.1870  -0.597
C  4.4934  0.9298  3.6525  0.058
Br  4.0847  -0.7892  2.9983  -0.157
C  5.5245  1.1006  4.5458  -0.438
H  6.8728  3.4758  6.1295  0.314
H  5.1465  4.4646  4.8579  0.342
H  3.3570  3.9494  3.2529  0.505
H  6.1226  0.2704  4.8895  0.460
O  -1.5463  2.4451  -1.9862  -0.705
S  -1.7457  2.6883  -0.5788  1.246
O  -2.6398  1.7932  0.1094  -0.673
N  -0.3253  2.7543  0.2030  -0.706
C  -0.0687  3.9786  0.6916  1.002
O  0.9644  4.2210  1.3571  -0.976
C  -1.1330  4.9748  0.3915  -0.029
C  -1.1782  6.3181  0.7174  -0.615
C  -2.2965  7.0409  0.3219  -0.508
C  -3.3356  6.4307  -0.3761  -0.624
C  -3.2883  5.0800  -0.7051  -0.474
C  -2.1697  4.3813  -0.3037  0.348
H  -0.3646  6.7791  1.2605  0.472
H  -2.3639  8.0944  0.5576  0.397
H  -4.1956  7.0177  -0.6697  0.410
H  -4.0923  4.6045  -1.2493  0.474

Cartesian forces (eV/Å) of the 3 atoms listed first:
Sr -0.337 -0.245 -0.376
S 0.035 0.103 -0.014
C 0.001 -0.020 -0.128

---

# 2
Computed, not measured: C30H26BrN5O5ReS as an isolated structure, with the ωB97M-V functional and the def2-TZVPD basis.

max |F| = 2.7 eV/Å
E_LUMO (alpha / beta) = -8.1 / -7.0 eV
net charge = +2
E_HOMO (alpha / beta) = -14.1 / -13.9 eV
expectation value of S² = 1.135
multiplicity = 2

Each line ends with the Mulliken spin population.
Cartesian coordinates (Å):
Re  1.0391  -0.0635  -0.1490  1.164
C  0.2789  -4.8400  -0.9339  0.001
C  0.4788  -3.5403  -0.2181  -0.002
O  0.3190  -2.4607  -0.7823  0.016
N  0.8192  -3.6383  1.0801  0.003
C  0.8369  -2.4891  1.9695  -0.008
C  2.1859  -1.7690  2.0192  0.047
C  3.2951  -2.3785  2.5826  -0.006
C  4.4558  -1.6425  2.7565  0.018
C  4.4304  -0.2918  2.4455  -0.008
C  3.3042  0.2298  1.8387  0.036
N  2.2225  -0.5031  1.5762  -0.011
H  0.3043  -4.6833  -2.0092  0.000
H  -0.6990  -5.2424  -0.6665  0.000
H  1.0375  -5.5666  -0.6556  0.000
H  0.9098  -4.5547  1.4944  0.000
H  0.6338  -2.8676  2.9848  0.000
H  -0.2780  -0.9254  2.3057  0.002
H  3.2552  -3.4138  2.8850  0.000
H  5.3485  -2.1046  3.1451  0.000
H  5.2765  0.3404  2.6487  0.000
H  3.2604  1.2719  1.5495  0.000
C  -6.4626  -0.5192  1.9276  0.000
C  -5.0709  0.0010  1.9641  -0.003
C  -4.6731  0.8780  2.9788  -0.001
C  -3.3687  1.3206  3.0585  0.001
C  -2.4406  0.8794  2.1261  -0.024
C  -2.8073  0.0150  1.1078  0.004
C  -4.1233  -0.4016  1.0210  0.005
S  -0.7588  1.4991  2.3902  0.013
O  -0.1698  -1.6080  1.5714  0.027
O  -0.0869  0.3883  3.0901  -0.008
N  -0.1422  1.4175  0.7852  -0.158
C  -0.1011  2.6567  0.2036  -0.102
C  -0.9417  3.7316  0.4858  -0.100
C  -0.8205  4.9233  -0.2304  0.030
C  0.1503  5.0909  -1.1910  -0.117
C  1.0686  4.0553  -1.4632  0.030
C  2.1555  4.1599  -2.3522  -0.033
C  3.0266  3.1007  -2.4721  0.015
C  2.7907  1.9163  -1.7706  -0.030
N  1.7442  1.7662  -0.9689  0.027
C  0.9160  2.8266  -0.7759  0.057
H  -7.1796  0.2908  2.0491  0.000
H  -6.6198  -1.2038  2.7638  0.000
H  -6.6697  -1.0562  1.0060  0.000
H  -5.3969  1.2149  3.7028  0.000
H  -3.0547  1.9889  3.8460  0.000
H  -2.0721  -0.3441  0.4018  0.024
H  -4.4288  -1.0463  0.2112  0.000
H  -1.7146  3.6317  1.2321  -0.003
H  -1.5079  5.7267  -0.0152  -0.001
H  0.2333  6.0178  -1.7331  -0.001
H  2.3026  5.0769  -2.9024  -0.001
H  3.8942  3.1716  -3.1088  -0.001
H  3.4709  1.0794  -1.8716  0.003
Br  -1.9103  1.3073  -2.0622  0.004
C  -0.7294  0.1258  -2.9426  0.006
C  -1.0492  -0.2714  -4.2343  -0.002
C  -0.2001  -1.1428  -4.8922  0.001
C  0.9396  -1.5775  -4.2305  -0.001
C  1.1826  -1.1120  -2.9502  0.028
N  0.3653  -0.2709  -2.2987  0.022
C  2.4596  -1.5591  -2.2266  -0.017
O  3.2407  -2.2883  -2.7855  0.020
O  2.5771  -1.0753  -1.0506  0.032
H  -1.9536  0.0935  -4.6957  0.000
H  -0.4227  -1.4742  -5.8946  0.000
H  1.6441  -2.2680  -4.6709  0.000

Cartesian forces (eV/Å) of the 3 atoms listed first:
Re -1.344 0.264 0.018
C -0.109 0.007 -0.175
C 0.131 -0.606 0.129

---

# 3
Computed, not measured: C30H26F2FeN6O2S as an isolated structure, with the ωB97M-V functional and the def2-TZVPD basis.

max |F| = 1.3 eV/Å
energy relative to the best compared isomer or geometry (same formula, charge and spin) = 0.0000 eV
E_LUMO (alpha / beta) = 2.4 / 2.4 eV
net charge = -1
E_HOMO (alpha / beta) = -3.0 / -3.4 eV
expectation value of S² = 0.771
multiplicity = 2

Each line ends with the Mulliken spin population.
Cartesian coordinates (Å):
Fe  0.1757  -0.0934  -0.4991  -0.013
O  1.0454  2.1829  0.6656  0.002
C  2.1300  1.8897  1.4880  -0.001
C  3.2736  2.6594  1.3841  -0.002
C  4.3499  2.4017  2.2206  0.000
C  4.2742  1.3952  3.1685  -0.001
C  3.1131  0.6362  3.2605  0.003
C  2.0428  0.8551  2.4110  -0.001
C  0.8436  -0.0127  2.5489  -0.006
N  -0.0009  -0.1723  1.6296  0.014
C  -1.2530  -0.8532  1.8833  0.003
C  -2.3083  -0.0129  1.1872  -0.005
N  -1.7956  0.3592  -0.1408  -0.007
C  -2.4485  1.2632  -0.7697  -0.002
C  -2.1897  1.7095  -2.1128  -0.001
C  -3.1520  2.5336  -2.7243  0.001
C  -3.0278  2.9502  -4.0250  0.000
C  -1.8906  2.5313  -4.7467  0.000
C  -0.9223  1.7524  -4.1749  0.000
C  -1.0132  1.3181  -2.8153  -0.001
O  -0.0569  0.6466  -2.3022  0.006
H  3.3211  3.4319  0.6274  0.000
H  5.2538  2.9896  2.1217  0.000
H  5.1118  1.1886  3.8207  0.000
H  3.0430  -0.1634  3.9897  0.000
H  0.7205  -0.5085  3.5190  0.001
H  -1.4671  -0.9705  2.9505  0.000
H  -1.2088  -1.8355  1.4212  0.000
H  -2.5375  0.8871  1.7662  0.000
H  -3.2224  -0.6045  1.0896  0.001
H  -3.3170  1.7208  -0.2796  0.000
H  -4.0203  2.8279  -2.1411  0.000
H  -3.7795  3.5773  -4.4847  0.000
H  -1.7789  2.8344  -5.7825  0.000
H  -0.0441  1.4411  -4.7263  0.000
S  2.4362  -0.3370  -0.6228  0.006
C  2.4348  -2.0585  -0.3738  -0.073
N  3.5868  -2.6723  -0.2362  0.232
N  3.4684  -4.0384  0.1020  0.005
C  2.9478  -4.5432  1.2574  0.004
C  2.9972  -5.9323  1.4786  -0.004
C  2.5034  -6.4909  2.6437  0.005
C  1.9461  -5.6952  3.6406  -0.002
C  1.9118  -4.3205  3.4342  0.005
C  2.3988  -3.7411  2.2742  -0.003
N  1.2610  -2.7611  -0.3482  0.377
N  0.1557  -2.0547  -0.5408  0.317
C  -0.9439  -2.9195  -0.7017  -0.098
C  -2.1395  -2.4515  -1.2636  0.089
C  -3.2323  -3.2912  -1.4205  -0.050
C  -3.1725  -4.6208  -1.0216  0.093
C  -1.9849  -5.0960  -0.4741  -0.053
C  -0.8824  -4.2715  -0.3193  0.122
H  4.1534  -4.6074  -0.3597  0.004
H  3.4218  -6.5690  0.7091  -0.001
H  2.5510  -7.5666  2.7736  0.000
H  1.5488  -6.1337  4.5467  0.000
H  1.4940  -3.6761  4.2015  0.001
H  2.3648  -2.6694  2.1403  0.004
H  -2.1807  -1.4321  -1.6080  0.007
H  -4.1356  -2.9032  -1.8786  -0.004
H  -4.0261  -5.2757  -1.1472  0.009
H  -1.9124  -6.1321  -0.1627  -0.002
H  0.0381  -4.6445  0.1055  0.020
F  -0.6743  3.1588  1.6985  0.000
C  0.4041  3.3734  0.8921  -0.001
F  -0.0611  3.8158  -0.2820  0.000
H  1.0411  4.1203  1.3652  0.000

Cartesian forces (eV/Å) of the 3 atoms listed first:
Fe -1.058 0.517 0.660
O -0.035 0.216 -0.141
C -0.026 0.428 0.044

---

# 4
Computed, not measured: C30H26F3N3O5S as an isolated structure, with the ωB97M-V functional and the def2-TZVPD basis.

max |F| = 6.6 eV/Å
energy relative to the best compared isomer or geometry (same formula, charge and spin) = 3.0335 eV
E_LUMO = -1.1 eV
E_HOMO = -5.4 eV

Each line ends with the Mulliken charge.
Cartesian coordinates (Å):
F  -4.6177  1.0909  1.5661  -0.248
C  -3.7217  1.2543  0.5847  0.692
F  -3.9267  0.3112  -0.3569  -0.188
F  -3.9099  2.4591  0.0067  -0.270
S  -1.9516  1.2136  1.4195  0.837
C  -0.6466  1.0319  -0.4909  -1.144
C  0.5610  1.7716  0.1910  0.221
C  1.0661  2.9065  -0.4749  -0.284
C  2.2635  3.4996  -0.0682  -0.910
C  2.8860  3.0729  1.1106  0.607
C  4.0910  3.6914  1.5169  -0.073
N  5.1172  4.1709  1.8246  -0.573
C  2.2546  2.1072  1.9004  -0.950
C  1.1066  1.4357  1.4424  0.465
O  -1.7957  2.5330  1.9524  -0.660
O  -1.7613  0.0808  2.3026  -0.443
H  -1.3088  1.8019  -0.9370  0.681
H  0.5410  3.2638  -1.3793  0.435
H  2.7143  4.2646  -0.7078  0.426
H  2.6904  1.8249  2.8617  0.439
H  0.6829  0.6123  2.0479  0.417
C  -3.1285  -5.2910  -1.3848  -1.023
O  -2.3422  -4.8334  -0.2663  -0.353
C  -2.9497  -4.6717  0.9269  0.654
C  -4.3263  -4.7857  1.1900  -0.666
C  -4.7935  -4.4756  2.4681  -1.042
C  -3.9407  -4.0593  3.4886  -0.635
C  -2.5621  -3.9460  3.2205  0.715
O  -1.6236  -3.4225  4.0461  -0.296
C  -2.0443  -2.8594  5.3090  -0.922
C  -2.0950  -4.2798  1.9566  0.161
N  -0.7114  -4.0318  1.6747  0.634
C  -0.2056  -3.1510  0.7598  -0.384
C  -1.0089  -2.0872  0.1290  1.344
C  -0.2429  -1.3920  -0.9363  -2.065
C  -0.1474  0.0036  -1.2559  1.881
C  0.2191  0.3974  -2.5840  0.641
C  -0.1237  1.6508  -3.1648  -0.582
C  0.6698  2.2100  -4.1595  -0.733
C  1.6840  1.4263  -4.7573  -0.518
C  1.9339  0.1043  -4.2994  -0.630
C  1.2135  -0.3915  -3.1976  -0.462
O  -2.2208  -2.0086  0.4169  -0.624
N  1.1482  -3.3169  0.7806  0.233
C  2.1495  -2.6346  -0.0227  -0.622
C  1.4753  -4.2679  1.7317  -0.899
C  0.3296  -4.6938  2.2943  -0.370
H  -2.4084  -5.4286  -2.1908  0.263
H  -3.6346  -6.2415  -1.1614  0.367
H  -3.8729  -4.5332  -1.6658  0.392
H  -4.9997  -5.0975  0.3894  0.407
H  -5.8607  -4.5611  2.6711  0.375
H  -4.3160  -3.8021  4.4807  0.381
H  -1.1189  -2.5116  5.7680  0.280
H  -2.7335  -2.0175  5.1519  0.357
H  -2.5235  -3.6199  5.9421  0.358
H  0.0630  -2.0539  -1.7576  0.986
H  -1.4161  0.2271  -0.2946  -0.624
H  -0.8865  2.3037  -2.7488  0.639
H  0.5313  3.2603  -4.4711  0.384
H  2.2984  1.8015  -5.5898  0.355
H  2.6954  -0.5702  -4.7606  0.343
H  1.5442  -1.3253  -2.6936  -0.069
H  3.1301  -2.8655  0.4031  0.339
H  2.1311  -2.9834  -1.0643  0.265
H  2.0006  -1.5476  0.0013  0.238
H  2.4884  -4.5235  1.9423  0.471
H  0.1480  -5.3761  3.0898  0.580

Cartesian forces (eV/Å) of the 3 atoms listed first:
F -0.748 0.038 -0.287
C -0.080 -0.049 1.332
F 0.167 0.330 0.271